1.
67
Properties=species:S:1:pos:R:3:forces:R:3:lowdin_charge:R:1 method="wB97M-V/def2-TZVPD" de_lowest_kj_mol=0.0 lumo_ev=-2.4 homo_energy_ha=-0.4009 smiles="C[NH+](C)CCCN(C(=O)c1ccc(S(=O)(=O)N2CCCCCC2)cc1)c1nc2ccc(F)cc2s1" homo_lumo_gap_ha=0.31107 total_charge=+1 max_force_ev_per_a=1.19
S 2.938 -0.056 0.342 -0.6 -0.1 -0.4 0.659
S -1.729 2.749 -1.505 0.0 -0.3 0.3 1.122
F 2.397 5.060 0.515 0.1 0.0 0.0 0.089
O 2.937 1.314 -0.090 0.2 -0.2 -0.3 -0.270
O 3.068 -0.337 1.741 0.1 -0.3 0.0 -0.269
O -3.669 -1.711 -0.871 0.0 -0.3 -0.1 0.071
N -5.820 -1.217 0.514 0.4 -0.2 -0.3 -0.222
N 4.000 -0.924 -0.545 -0.5 0.8 0.7 -0.249
N -3.167 0.492 -0.801 -0.3 -0.2 -0.3 -0.013
N -1.571 1.350 0.678 -0.9 -0.5 0.2 0.159
C 0.370 2.364 1.785 -0.1 0.1 -0.1 0.005
C -1.355 -1.025 -0.686 0.5 -0.5 0.0 -0.154
C 4.514 -2.148 0.026 0.0 -0.4 0.7 -0.179
C 0.527 -1.356 0.756 0.1 -0.1 0.1 -0.031
C 0.508 4.093 -0.455 0.3 0.2 0.1 0.000
C 4.578 -0.356 -1.739 0.1 0.3 -0.7 -0.199
C 5.629 -1.901 1.045 0.1 -0.1 -0.2 -0.177
C -4.504 0.919 -1.173 -0.3 0.1 0.0 -0.122
C -0.522 -0.461 -1.654 0.0 -0.2 0.1 -0.019
C -5.763 -2.249 1.560 0.1 -0.5 0.5 -0.001
C -2.221 1.444 -0.420 0.6 1.0 0.2 -0.593
C 1.422 4.149 0.581 -0.4 -0.1 -0.1 -0.269
C -5.468 0.110 1.072 0.2 0.8 0.1 -0.128
C -0.565 2.266 0.757 0.5 0.8 -0.5 -0.300
C -7.127 -1.235 -0.153 -0.6 0.0 -0.3 0.007
C 1.367 3.305 1.689 0.0 0.1 0.0 0.005
C -0.818 -1.543 0.486 -0.1 0.0 -0.4 0.001
C 0.821 -0.295 -1.383 0.0 0.0 -0.1 -0.027
C 6.928 -1.390 0.428 -0.2 0.1 0.2 -0.200
C 6.760 -0.132 -0.427 0.2 -0.2 -0.2 -0.188
C -0.480 3.132 -0.357 -0.1 -0.3 0.3 -0.443
C -5.394 1.232 0.037 0.1 -0.3 -0.1 -0.125
C -2.819 -0.825 -0.804 0.2 0.2 0.1 -0.342
C 1.319 -0.682 -0.151 0.3 0.2 0.3 -0.234
C 6.108 -0.421 -1.780 -0.2 0.1 0.2 -0.169
H 6.168 0.608 0.115 0.1 0.1 0.1 0.118
H 0.314 1.688 2.621 0.0 -0.1 0.1 0.125
H 0.588 4.757 -1.300 0.1 0.1 -0.1 0.127
H 7.750 0.294 -0.601 0.0 0.1 0.0 0.111
H 7.624 -1.174 1.240 0.1 -0.1 0.0 0.112
H -5.039 -1.460 -0.194 -0.4 0.2 0.3 0.106
H -1.462 -2.012 1.214 -0.1 0.0 0.1 0.123
H 7.376 -2.177 -0.185 0.1 0.0 0.0 0.112
H 2.124 3.394 2.450 0.1 0.0 0.1 0.131
H -6.514 -2.056 2.325 0.0 0.1 -0.1 0.113
H -4.992 2.107 0.552 -0.1 0.0 0.0 0.130
H -6.386 1.500 -0.327 0.0 0.1 0.0 0.119
H -7.146 -0.542 -0.989 0.1 0.0 0.0 0.099
H 1.474 0.199 -2.084 0.0 0.1 -0.2 0.124
H -7.329 -2.235 -0.532 0.1 0.0 0.0 0.114
H -4.493 0.013 1.556 -0.1 -0.1 0.0 0.138
H 6.442 0.310 -2.518 0.0 -0.1 -0.1 0.114
H 5.828 -2.837 1.570 0.0 0.0 0.1 0.117
H -5.944 -3.227 1.121 0.0 0.1 -0.1 0.113
H 4.166 -0.864 -2.623 0.0 0.1 0.1 0.124
H -6.205 0.376 1.834 0.1 -0.2 0.0 0.144
H 4.253 0.685 -1.749 0.1 -0.1 -0.2 0.108
H 3.676 -2.643 0.525 0.1 -0.2 -0.1 0.118
H -7.912 -0.962 0.553 0.1 0.0 0.1 0.117
H -4.778 -2.258 2.022 0.0 0.1 -0.1 0.108
H 0.959 -1.661 1.696 0.0 0.0 0.2 0.118
H -0.938 -0.114 -2.589 0.0 0.1 -0.1 0.125
H 4.861 -2.789 -0.788 -0.1 0.0 0.0 0.136
H -4.409 1.821 -1.783 -0.1 -0.1 0.0 0.121
H 5.255 -1.179 1.773 0.1 -0.1 0.1 0.099
H 6.428 -1.405 -2.129 0.0 0.0 -0.1 0.109
H -4.936 0.131 -1.796 0.1 0.1 0.0 0.132

=====

2.
67
Properties=species:S:1:pos:R:3:forces:R:3:lowdin_charge:R:1 method="wB97M-V/def2-TZVPD" de_lowest_kj_mol=203.7 lumo_ev="-6.7 / -9.1" homo_energy_ha="-0.4465 / -0.5225" homo_lumo_gap_ha="0.19872 / 0.18960" total_charge=+2 spin_multiplicity=5 max_force_ev_per_a=5.66
Pt -0.240 0.190 -1.001 4.2 -0.5 0.1 1.107
I -6.806 2.804 -1.174 0.2 0.2 0.1 1.135
I -4.466 -2.545 -0.490 -0.2 -0.1 0.2 1.141
S 0.516 -1.963 -1.782 0.5 1.2 -0.7 0.493
S 2.587 -1.671 0.943 0.2 0.5 0.3 0.683
P 1.264 -2.734 -0.100 -0.7 -3.4 -1.5 -0.093
O -1.936 -0.762 -1.097 -5.5 0.0 1.5 -0.324
O 0.010 -3.297 0.661 -0.1 0.7 2.1 -0.305
O 2.043 -4.009 -0.606 -0.3 0.2 0.2 -0.362
N -1.451 1.719 -1.278 -1.2 2.4 -1.7 -0.063
C 2.960 -5.706 -1.948 0.9 -0.2 -1.4 -0.047
C -3.806 2.284 -1.069 1.0 0.8 -0.5 -0.211
C 2.341 3.338 -1.478 -0.1 2.3 0.0 -0.063
C 2.192 2.009 -1.574 -0.6 -1.8 0.0 -0.307
C -3.497 3.624 -1.321 0.1 0.4 0.2 0.028
C -4.232 -0.525 -0.537 -1.3 0.9 0.2 -0.646
C -5.070 1.722 -0.864 -2.0 0.1 0.6 -0.621
C 1.577 -5.205 -1.570 1.4 0.6 1.4 -0.301
C 0.729 -6.148 -0.758 -0.1 -0.8 -0.5 -0.028
C 1.414 3.436 0.739 0.0 0.9 0.5 -0.206
C -1.175 2.969 -1.691 0.2 0.2 0.6 -0.011
C -0.242 -3.188 2.177 -0.6 0.6 -0.7 -0.399
C 1.154 2.073 0.668 -0.3 -0.6 -0.6 -0.026
C 1.233 4.163 2.090 -0.9 0.9 0.0 -0.328
C 1.442 5.721 2.020 -0.4 0.2 -0.4 -0.082
C 1.457 1.233 -0.551 1.2 3.2 1.3 -0.364
C -5.277 0.419 -0.465 0.2 -1.1 -0.3 -0.173
C 1.934 4.122 -0.374 0.1 -0.6 -0.4 0.023
C -0.166 3.841 2.733 0.3 0.1 -0.4 -0.067
C 2.690 1.345 -2.809 -1.8 -2.4 0.1 -0.038
C -2.738 1.419 -1.056 -0.6 -1.4 1.1 -0.157
C -2.183 3.955 -1.585 0.5 -0.2 -0.6 0.024
C -2.990 0.014 -0.813 3.8 -1.8 -1.8 -0.331
C -1.385 -4.072 2.550 1.9 -1.9 -0.1 -0.032
C 0.984 -3.607 2.905 0.1 0.2 1.1 -0.067
H -0.999 -5.151 2.608 -0.7 1.4 -0.1 0.132
H 0.707 6.299 1.409 0.2 -0.9 0.0 0.090
H 1.364 -6.890 -0.274 0.0 0.1 0.1 0.092
H 2.048 5.223 -0.447 0.0 -1.0 0.4 0.130
H 0.003 -6.730 -1.387 0.6 0.8 0.5 0.118
H 0.597 1.669 1.534 0.7 -0.2 -0.5 0.111
H 3.571 -4.956 -2.511 -0.7 -0.3 0.6 0.099
H 1.687 -2.797 2.699 0.6 -0.1 1.0 -0.009
H 1.024 -4.659 -2.295 -0.3 0.1 -1.0 0.092
H -2.167 -4.019 1.860 -1.4 0.1 -0.9 0.043
H 0.227 -5.570 0.003 -0.5 -0.1 0.1 0.055
H 1.901 0.273 -0.298 0.3 -0.4 0.1 -0.026
H 2.419 5.915 1.568 0.0 0.2 0.4 0.068
H 1.356 -4.468 2.416 0.5 -1.1 -0.5 0.080
H -0.132 3.180 -2.045 -1.1 -0.2 0.6 0.137
H -6.292 0.111 -0.246 0.1 -0.2 0.0 0.094
H 2.059 3.773 2.726 -0.7 0.2 -0.2 0.150
H 3.030 -6.614 -2.602 -0.8 0.6 0.6 0.111
H -1.011 3.720 1.990 1.1 -0.2 0.6 0.089
H -0.479 4.669 3.358 0.1 0.2 0.2 0.067
H -4.287 4.372 -1.275 0.3 0.0 -0.1 0.102
H -1.679 -3.757 3.523 -0.5 0.0 0.8 0.091
H 2.787 3.868 -2.321 0.0 -0.2 0.2 0.132
H 3.519 -5.964 -1.045 -0.2 0.1 0.0 0.091
H -0.051 2.993 3.411 -0.5 -0.2 -0.3 0.072
H 1.348 6.262 2.989 0.4 -0.9 -0.4 0.093
H 3.353 1.969 -3.386 0.4 -0.2 -0.1 0.085
H 0.841 -3.935 3.995 0.2 1.2 -1.5 0.148
H -1.912 4.975 -1.796 0.0 0.2 -0.1 0.126
H -0.504 -2.121 2.327 0.2 -0.5 -0.1 0.150
H 3.026 0.294 -2.544 0.4 1.3 -0.5 0.101
H 1.775 1.096 -3.436 0.9 0.4 0.3 0.102

=====

3.
67
Properties=species:S:1:pos:R:3:forces:R:3:lowdin_charge:R:1 method="wB97M-V/def2-TZVPD" de_lowest_kj_mol=186.5 lumo_ev="-0.8 / -0.8" homo_energy_ha="-0.1842 / -0.1842" homo_lumo_gap_ha="0.15487 / 0.15365" spin_multiplicity=6 max_force_ev_per_a=4.11
Mn 1.620 -1.502 -0.383 0.6 -0.4 1.1 0.787
S -0.448 -1.836 -1.372 0.0 0.9 0.2 0.692
S -3.272 1.278 -1.208 1.5 -0.2 0.2 0.328
O 0.359 -2.929 2.197 -0.1 0.2 0.2 -0.025
N 3.578 -1.755 0.301 -0.9 0.2 0.3 -0.010
N 1.355 -3.664 -2.264 -2.7 0.3 -1.4 -0.028
N -0.695 -3.641 -3.336 0.2 -0.6 -0.3 0.053
N 2.144 -3.123 -1.323 -1.1 0.8 -0.7 -0.227
N -1.521 -2.561 3.441 -1.0 -0.3 1.3 -0.185
N 1.712 2.627 -2.304 0.0 -0.9 0.9 -0.174
C 4.099 -2.911 -0.160 1.3 -1.8 -0.3 -0.293
C 0.916 1.420 -1.716 0.5 -0.5 1.2 -0.077
C -4.719 2.181 -1.416 -0.4 -0.6 0.5 -0.831
C 0.887 1.364 -0.171 0.4 -1.0 0.5 -0.253
C -6.984 2.164 -2.218 -0.8 0.0 -1.3 -0.131
C 0.280 2.377 0.548 -0.5 1.2 -0.7 -0.058
C 3.297 -3.664 -1.028 0.7 -1.0 -0.6 -0.109
C 3.002 2.883 -1.561 0.6 0.9 -1.5 0.014
C 0.146 -3.057 -2.434 3.0 -2.7 0.7 -0.819
C 1.000 1.447 2.660 0.1 -1.0 0.0 -0.062
C -5.798 1.490 -2.030 0.5 0.6 0.1 -0.176
C 5.501 -1.477 1.661 0.5 1.9 -0.1 -0.094
C -0.627 -2.272 2.522 0.8 0.5 -2.0 -0.376
C 5.380 -3.406 0.260 -0.5 0.8 0.6 -0.018
C 0.397 2.476 1.946 0.3 -1.2 -0.5 -0.068
C 0.935 3.855 -2.543 0.1 1.4 -0.9 -0.012
C 6.053 -2.690 1.221 0.4 -1.3 -0.4 -0.085
C 1.412 0.237 0.565 -0.6 1.3 -1.1 -0.230
C -6.072 4.118 -1.186 0.0 1.6 0.8 -0.160
C 1.440 0.288 1.958 -0.1 1.7 0.0 -0.146
C -7.097 3.510 -1.865 -0.6 -0.5 0.3 -0.148
C -1.565 -3.853 4.097 -1.0 -0.4 -0.1 -0.036
C 4.312 -1.021 1.162 -0.6 -0.1 -0.2 -0.136
C -4.907 3.482 -0.892 1.0 -1.8 -0.5 -0.166
C -2.587 -1.602 3.744 0.7 0.9 0.2 -0.036
H -3.582 -2.075 3.709 0.4 0.3 0.0 0.095
H -0.005 3.309 2.455 -0.5 0.7 0.4 0.091
H 1.938 -0.478 2.520 -0.2 -0.6 0.2 0.088
H 3.613 -4.608 -1.531 -0.3 0.8 0.6 0.139
H -2.490 -0.760 3.026 -0.5 -0.7 0.1 0.093
H -0.510 -4.577 -3.722 0.2 1.1 0.4 0.112
H 5.713 -4.357 -0.139 0.1 0.1 0.1 0.110
H 1.433 0.537 -2.175 -0.5 0.6 0.6 0.109
H 2.861 3.491 -0.651 -0.2 -0.7 -0.4 0.115
H -5.594 0.456 -2.345 -0.4 0.6 0.1 0.080
H -4.108 3.859 -0.255 -0.2 0.3 -0.3 0.079
H -0.100 1.479 -2.076 -0.4 0.1 -0.4 0.091
H -7.820 1.711 -2.798 0.6 0.1 0.7 0.101
H 1.300 4.379 -3.477 -0.2 -0.7 1.1 0.127
H 3.786 -0.094 1.405 0.9 -0.1 0.2 0.093
H -1.423 -3.104 -3.755 -0.4 0.2 0.0 0.077
H -0.835 -4.549 3.705 0.2 0.2 -0.3 0.084
H -0.347 3.108 -0.026 0.7 -0.5 0.8 0.118
H 1.928 2.229 -3.217 0.3 0.4 0.0 0.167
H -1.458 -3.830 5.178 0.1 0.4 0.2 0.086
H 6.994 -3.071 1.664 -0.6 0.4 -0.5 0.116
H 6.142 -0.731 2.143 -0.4 -0.5 0.5 0.103
H 1.071 1.434 3.773 0.0 0.3 -1.0 0.117
H -8.035 4.033 -1.931 -0.2 0.1 -0.4 0.080
H 3.641 3.454 -2.281 -0.5 -0.2 0.7 0.113
H -6.160 5.144 -0.822 -0.3 -0.1 -0.1 0.095
H 0.978 4.564 -1.712 0.3 -0.4 0.0 0.104
H -2.571 -4.269 3.896 0.4 0.0 0.1 0.097
H -0.097 3.599 -2.676 -0.6 -0.2 -0.2 0.093
H -2.395 -1.096 4.722 -0.4 -0.8 -0.4 0.097
H 3.516 1.941 -1.423 -0.2 -0.2 0.5 0.097
H -0.915 -1.362 1.944 0.3 -0.1 0.4 0.129